Entry 1:
{"formula": "C5H12NO3PS", "method": "the ωB97M-V functional and the def2-TZVPD basis", "species": ["C", "C", "C", "C", "C", "N", "O", "O", "O", "P", "S", "H", "H", "H", "H", "H", "H", "H", "H", "H", "H", "H", "H"], "xyz": [[-0.407, 0.311, 1.315], [-0.898, 1.753, 0.787], [-0.280, -0.765, 0.342], [0.604, -1.916, 0.942], [-1.450, -1.341, -0.343], [0.887, -0.046, -1.115], [0.964, 1.906, -2.483], [-1.214, 1.028, -1.965], [0.028, 2.152, -0.224], [2.466, 0.005, -0.598], [0.145, 1.294, -1.535], [0.539, 0.560, 1.864], [-1.069, -0.023, 2.116], [-1.711, 1.593, 0.199], [-1.132, 2.426, 1.522], [1.394, -1.393, 1.539], [1.157, -2.294, -0.054], [0.038, -2.765, 1.384], [-1.221, -2.330, -0.557], [-1.649, -0.713, -1.245], [-2.345, -1.129, 0.304], [2.412, 1.337, -0.300], [2.744, 0.351, -1.893]], "forces_ev_per_a": [[0.12, 3.71, 1.38], [1.94, -4.76, -1.55], [2.71, -1.50, -0.76], [1.56, 0.93, -3.10], [-1.55, 3.37, -0.23], [-4.66, -2.38, 3.03], [1.48, 2.04, -0.82], [0.68, 0.13, 0.65], [1.54, 1.84, 0.72], [1.38, -0.35, -0.01], [-2.67, -1.41, -1.07], [-0.42, -0.57, -0.66], [-0.28, -0.07, -0.05], [-3.22, -0.50, -1.06], [0.39, 2.05, 1.67], [-0.67, -1.25, 0.01], [-1.09, 0.25, 2.39], [0.39, 0.94, -0.04], [-0.31, -1.85, -0.50], [-0.01, -1.00, 0.52], [0.64, -0.85, -0.46], [0.63, 1.21, 0.86], [1.43, 0.03, -0.89]], "nbo_charge": [-0.53, -0.05, 0.35, -0.69, -0.73, -1.09, -0.93, -0.97, -0.73, 0.55, 2.55, 0.22, 0.25, 0.20, 0.21, 0.23, 0.24, 0.25, 0.22, 0.30, 0.23, -0.06, -0.01], "energy_ha": -1217.5965, "homo_ev": -9.836, "charge": 0, "multiplicity": 1, "relative_energy_kcal_mol": 67.6, "orbital_gap_ev": 10.2}

Entry 2:
{"formula": "CH4N2O", "method": "the ωB97M-V functional and the def2-TZVPD basis", "species": ["C", "H", "H", "H", "H", "N", "N", "O"], "xyz": [[-0.750, -0.066, 0.666], [-0.312, -0.003, -1.391], [1.217, 1.236, -0.863], [1.064, -1.222, 0.583], [-1.048, -0.478, 1.616], [0.880, 0.092, -0.936], [0.554, -0.059, 0.384], [-1.606, 0.500, -0.059]], "forces_ev_per_a": [[-3.38, 1.99, -0.72], [4.40, 1.32, 0.80], [-1.55, -3.86, -1.49], [-2.17, 4.50, 0.39], [0.09, -0.40, 0.51], [-2.50, 4.81, -2.47], [3.24, -6.88, 1.81], [1.88, -1.48, 1.17]], "nbo_charge": [0.47, 0.37, 0.35, 0.36, 0.14, -0.66, -0.43, -0.61], "energy_ha": -225.1253, "homo_ev": -9.955, "charge": 0, "multiplicity": 1, "relative_energy_kcal_mol": 104.6, "orbital_gap_ev": 10.6}

Entry 3:
{"formula": "C5H12NO2", "method": "the ωB97M-V functional and the def2-TZVPD basis", "species": ["C", "C", "C", "C", "O", "N", "C", "O", "H", "H", "H", "H", "H", "H", "H", "H", "H", "H", "H", "H"], "xyz": [[-1.440, -1.153, -0.430], [-0.645, 0.160, -0.347], [-0.705, 0.709, 1.117], [0.482, 1.316, 1.804], [1.534, 0.401, 2.137], [0.752, -0.106, -0.662], [1.095, -0.479, -2.089], [1.173, -1.787, -2.307], [-2.517, -1.016, -0.566], [-1.020, -1.739, -1.259], [-1.249, -1.748, 0.458], [-0.968, 0.919, -1.056], [-1.439, 1.540, 1.033], [-1.262, 0.024, 1.747], [0.881, 2.243, 1.377], [0.182, 1.654, 2.805], [1.702, -0.146, 1.353], [1.059, -0.908, -0.127], [0.323, 0.044, -2.727], [2.061, 0.071, -2.262]], "forces_ev_per_a": [[-0.05, 0.12, -0.84], [1.36, -1.06, 1.09], [-1.89, 1.44, -1.18], [0.76, -0.12, 1.34], [-0.08, -0.23, -0.35], [0.37, 0.83, -0.02], [0.23, -0.33, -0.22], [-0.09, 0.08, 0.10], [-0.08, -0.03, 0.13], [-0.26, 0.17, -0.06], [-0.08, -0.04, 0.29], [-0.28, -0.02, -0.04], [0.21, -0.03, 0.27], [0.44, -0.47, 0.36], [-0.01, -0.38, -0.75], [-0.41, -0.03, -0.10], [0.05, 0.56, 0.05], [-0.07, -0.53, -0.19], [0.04, 0.15, 0.24], [-0.17, -0.07, -0.13]], "nbo_charge": [-0.66, -0.04, -0.44, -0.05, -0.75, -0.71, 0.14, -0.95, 0.18, 0.27, 0.19, 0.18, 0.19, 0.19, 0.16, 0.16, 0.48, 0.33, 0.05, 0.07], "energy_ha": -402.9133, "homo_ev": -2.585, "charge": -1, "multiplicity": 1, "smiles": "C[C@@H](CCO)NC[O-]", "relative_energy_kcal_mol": 72.9, "orbital_gap_ev": 6.3}

Entry 4:
{"formula": "C11H21F3N2O5PS", "method": "the ωB97M-V functional and the def2-TZVPD basis", "species": ["C", "C", "N", "C", "O", "O", "C", "P", "S", "N", "C", "C", "C", "O", "H", "H", "H", "H", "H", "H", "H", "H", "H", "H", "H", "H", "H", "H", "H", "C", "C", "O", "C", "O", "C", "F", "F", "F", "H", "H", "H", "H", "H", "H"], "xyz": [[5.243, 2.654, -0.410], [5.577, 1.090, -0.653], [4.400, 0.292, -1.092], [3.305, 0.341, -0.105], [3.581, 0.497, 1.097], [1.973, 0.155, -0.583], [1.126, 1.289, -0.191], [0.109, 0.906, 1.396], [1.033, 1.354, 3.049], [0.217, 1.557, -1.331], [-0.902, 0.573, -1.442], [-0.222, 2.940, -1.410], [-0.029, 4.069, -0.314], [-0.789, 3.289, -2.483], [5.596, 2.907, 0.650], [4.143, 2.897, -0.548], [5.852, 3.280, -1.136], [6.323, 1.076, -1.529], [6.119, 0.666, 0.262], [4.688, -0.706, -1.118], [1.844, 2.163, -0.009], [-0.262, -0.491, 1.290], [-1.104, 1.661, 1.341], [-1.895, 0.929, -1.024], [-1.069, 0.401, -2.566], [-0.678, -0.455, -1.007], [0.465, 4.973, -0.826], [0.638, 3.797, 0.563], [-1.011, 4.466, 0.117], [-3.659, -4.139, 2.171], [-3.620, -4.726, 0.771], [-4.283, -3.939, -0.202], [-3.606, -2.766, -0.743], [-2.398, -3.063, -1.174], [-3.627, -1.531, 0.227], [-4.800, -1.461, 0.915], [-3.543, -0.366, -0.465], [-2.641, -1.500, 1.150], [-4.637, -3.704, 2.392], [-3.435, -4.909, 2.915], [-2.910, -3.359, 2.294], [-4.173, -5.673, 0.798], [-2.600, -4.985, 0.472], [-4.339, -2.450, -1.508]], "forces_ev_per_a": [[0.60, -0.61, 0.34], [1.10, 1.02, -0.29], [-1.04, -0.44, 0.87], [1.04, -0.30, 2.75], [-1.48, -0.01, -3.65], [2.00, 1.16, 0.75], [-0.10, 0.20, -0.55], [0.62, -0.46, 0.72], [-0.05, 0.07, 0.02], [0.22, 1.55, 2.42], [-1.10, -0.92, -1.93], [-1.42, 0.85, -3.37], [0.85, 0.48, 0.24], [1.43, -1.05, 3.54], [-0.82, -0.15, -1.51], [1.39, -0.34, 0.26], [-0.88, -0.73, 0.87], [-1.16, -0.30, 1.29], [-0.94, 0.53, -1.15], [-0.40, 0.81, -0.40], [-1.42, -1.08, -0.04], [0.08, 1.00, -0.24], [0.38, -0.48, -0.67], [1.47, -0.21, -0.36], [0.12, 0.15, 1.77], [0.03, 1.43, -0.50], [-0.77, -1.47, 0.59], [-0.88, 0.16, -1.00], [1.16, -0.96, -0.87], [0.33, 0.19, 0.27], [-0.26, -0.19, -0.21], [-0.71, 0.25, 0.78], [1.80, -0.89, -0.80], [-0.37, 0.99, 0.38], [-0.60, -0.90, 0.18], [0.14, 0.29, 0.09], [-0.01, -0.15, 0.07], [0.06, 0.31, -0.16], [0.01, -0.11, -0.04], [-0.07, -0.06, -0.03], [-0.09, -0.03, 0.03], [-0.07, 0.06, -0.16], [0.05, 0.32, -0.10], [-0.26, 0.04, -0.18]], "nbo_charge": [-0.63, -0.22, -0.68, 0.89, -0.56, -0.53, 0.00, 0.77, -0.60, -0.49, -0.48, 0.69, -0.74, -0.57, 0.22, 0.21, 0.21, 0.20, 0.19, 0.39, 0.22, 0.04, 0.00, 0.23, 0.24, 0.26, 0.25, 0.22, 0.26, -0.65, -0.06, -0.58, 0.32, -0.90, 0.91, -0.36, -0.36, -0.35, 0.21, 0.19, 0.21, 0.15, 0.18, 0.09], "energy_ha": -1956.5526, "homo_ev": -4.011, "charge": -1, "multiplicity": 1, "orbital_gap_ev": 6.4}

What is the multiplicity in the third record? 1